14
Properties=species:S:1:pos:R:3 method="wB97M-V/def2-TZVPD" energy_ha=-320.65075 spin_multiplicity=3 relative_energy_kcal_mol=39.6 total_charge=0 homo_ha="-0.1778 / -0.3001" orbital_gap_ev="5.89 / 7.96"
C 0.55 -1.17 0.33
C 0.57 1.17 0.14
C 1.20 0.00 0.10
C -1.33 -0.24 -0.02
N -0.83 0.96 0.08
N 2.68 -0.16 0.05
N -2.66 -0.50 0.05
H 0.84 -2.14 0.01
H 0.97 2.16 -0.24
H -1.45 1.77 0.11
H 2.74 -1.04 -0.37
H 2.90 0.60 -0.59
H -3.22 0.00 0.63
H -2.95 -1.39 -0.28



53
Properties=species:S:1:pos:R:3 method="wB97M-V/def2-TZVPD" smiles="CCOCCCNS(=O)(=O)c1ccc(NC(=O)c2ccc(OC)c([N+](=O)[O-])c2)cc1" energy_ha=-1826.84281 relative_energy_kcal_mol=67.0 total_charge=0 homo_ha=-0.3334 orbital_gap_ev=8.55
C -2.24 0.38 2.62
C -2.15 -0.85 3.51
O -0.96 -0.75 4.27
C -0.77 -1.76 5.23
C -0.23 -3.08 4.67
C 1.12 -2.89 3.98
N 1.01 -2.16 2.73
S 0.41 -3.05 1.46
O 1.08 -4.31 1.47
O -1.03 -3.07 1.41
C 1.00 -2.09 0.07
C 0.11 -1.63 -0.89
C 0.58 -0.91 -1.97
C 1.94 -0.62 -2.07
N 2.45 0.14 -3.13
C 1.90 1.20 -3.80
O 2.40 1.61 -4.82
C 0.69 1.84 -3.20
C -0.29 2.35 -4.03
C -1.41 2.98 -3.52
C -1.58 3.14 -2.14
O -2.65 3.70 -1.57
C -3.71 4.17 -2.37
C -0.56 2.65 -1.30
N -0.63 2.76 0.13
O -1.34 3.62 0.62
O 0.03 1.97 0.77
C 0.56 2.02 -1.83
C 2.82 -1.11 -1.11
C 2.35 -1.85 -0.04
H -1.36 0.45 1.99
H -2.28 1.28 3.23
H -3.13 0.33 2.00
H -3.01 -0.90 4.19
H -2.14 -1.75 2.88
H -0.05 -1.35 5.94
H -1.72 -1.95 5.77
H -0.93 -3.51 3.96
H -0.12 -3.79 5.50
H 1.55 -3.86 3.72
H 1.81 -2.35 4.63
H 0.47 -1.31 2.87
H -0.94 -1.87 -0.77
H -0.10 -0.57 -2.73
H 3.36 -0.13 -3.47
H -0.17 2.24 -5.10
H -2.16 3.36 -4.20
H -4.45 4.55 -1.67
H -3.38 4.97 -3.03
H -4.16 3.36 -2.96
H 1.32 1.69 -1.14
H 3.88 -0.91 -1.21
H 3.02 -2.24 0.71



85
Properties=species:S:1:pos:R:3 method="wB97M-V/def2-TZVPD" energy_ha=-3454.48953 total_charge=-1 homo_ha=-0.1811 orbital_gap_ev=7.07
Ga 2.58 2.92 2.14
C 1.93 4.24 0.71
C 0.69 5.11 1.01
C -0.55 4.34 1.51
C -1.71 4.47 0.53
N -2.94 3.84 0.97
C -3.80 4.35 1.91
C -4.82 3.45 2.12
C -4.57 2.34 1.25
C -3.42 2.63 0.56
H 2.93 1.51 1.41
H 1.44 2.60 3.24
H 3.92 3.45 2.86
H 1.77 3.72 -0.24
H 2.77 4.93 0.53
H 0.39 5.65 0.09
H 0.96 5.88 1.73
H -0.88 4.71 2.49
H -0.31 3.28 1.64
H -1.44 3.99 -0.42
H -1.94 5.52 0.33
H -3.61 5.30 2.37
H -5.63 3.57 2.82
H -5.16 1.44 1.15
H -2.90 2.04 -0.19
C -9.87 0.92 3.99
C -9.05 0.21 4.85
C -7.67 0.20 4.66
C -7.12 0.89 3.60
C -7.93 1.60 2.73
C -9.31 1.62 2.92
H -10.94 0.93 4.14
H -9.48 -0.34 5.68
H -7.04 -0.36 5.34
H -6.04 0.89 3.45
H -7.50 2.15 1.91
H -9.94 2.17 2.25
C 1.96 -1.44 0.63
C 2.58 -2.52 1.24
C 3.61 -3.19 0.59
C 4.02 -2.78 -0.67
C 3.40 -1.69 -1.27
C 2.37 -1.03 -0.63
H 1.17 -0.90 1.14
H 2.27 -2.83 2.23
H 4.10 -4.03 1.07
H 4.83 -3.30 -1.17
H 3.73 -1.36 -2.25
H 1.90 -0.17 -1.09
C 0.96 -4.93 -6.27
C 2.08 -4.10 -6.25
C 2.49 -3.53 -5.06
C 1.80 -3.79 -3.88
C 0.68 -4.62 -3.91
C 0.26 -5.19 -5.10
H 0.64 -5.38 -7.21
H 2.62 -3.90 -7.17
H 3.36 -2.89 -5.04
H 2.13 -3.35 -2.95
H 0.14 -4.81 -2.99
H -0.60 -5.84 -5.12
C 7.29 7.56 3.51
C 7.11 6.33 2.89
C 5.85 5.93 2.47
C 4.76 6.77 2.67
C 4.93 8.00 3.30
C 6.20 8.40 3.71
H 8.27 7.87 3.83
H 7.96 5.68 2.73
H 5.70 4.97 2.01
H 3.78 6.44 2.36
H 4.08 8.65 3.46
H 6.33 9.35 4.20
C -0.61 -10.54 -5.13
C 0.21 -9.71 -5.88
C 0.95 -8.71 -5.25
C 0.86 -8.55 -3.87
C 0.04 -9.39 -3.13
C -0.70 -10.38 -3.76
H -1.19 -11.31 -5.62
H 0.27 -9.83 -6.95
H 1.58 -8.06 -5.83
H 1.43 -7.77 -3.39
H -0.03 -9.26 -2.05
H -1.34 -11.03 -3.17



75
Properties=species:S:1:pos:R:3 method="wB97M-V/def2-TZVPD" energy_ha=-2883.54885 total_charge=0 homo_ha=-0.3347 orbital_gap_ev=7.73
C -20.80 10.72 -10.03
N -20.33 10.41 -11.50
C -19.00 11.13 -11.63
C -20.23 8.85 -11.88
C -21.40 10.99 -12.40
C -20.97 11.25 -13.80
O -20.35 10.24 -14.58
H -20.24 10.12 -9.31
H -21.87 10.50 -10.07
H -20.70 11.79 -9.84
H -18.33 10.45 -11.10
H -18.99 12.10 -11.15
H -18.62 11.17 -12.65
H -20.05 8.56 -12.92
H -21.13 8.56 -11.34
H -19.38 8.55 -11.27
H -21.71 11.94 -11.96
H -22.32 10.40 -12.44
H -20.26 12.08 -13.76
H -21.87 11.56 -14.32
H -21.16 9.95 -15.00
P -20.88 18.48 -8.82
F -20.60 17.34 -9.95
F -20.04 19.71 -9.53
F -22.24 19.04 -9.53
F -21.27 19.54 -7.74
F -21.81 17.41 -8.05
F -19.60 17.92 -7.97
C -15.97 18.15 -15.77
C -16.83 19.24 -15.12
C -18.34 19.08 -15.44
O -18.64 19.36 -16.84
C -20.08 19.60 -17.07
N -16.50 19.32 -13.69
H -16.20 18.05 -16.83
H -16.12 17.18 -15.30
H -14.89 18.29 -15.71
H -16.67 20.21 -15.57
H -18.83 19.77 -14.74
H -18.62 18.11 -15.05
H -20.31 18.53 -16.98
H -20.33 20.08 -18.02
H -20.41 20.25 -16.27
H -17.37 19.62 -13.26
H -16.33 18.44 -13.23
C -24.49 26.37 -7.52
C -25.52 25.27 -7.74
O -26.74 25.95 -8.03
C -26.51 27.30 -8.02
O -27.32 28.12 -8.47
O -25.28 27.55 -7.72
F -25.63 24.76 -6.56
H -23.69 26.37 -8.26
H -24.09 26.39 -6.50
H -25.30 24.45 -8.42
C -14.71 23.28 -4.56
C -16.01 23.61 -5.26
O -15.82 24.84 -5.71
C -14.94 25.40 -5.02
O -14.75 26.64 -5.04
O -14.19 24.54 -4.33
F -17.07 23.59 -4.45
H -13.97 22.76 -5.17
H -14.84 22.74 -3.63
H -16.28 23.02 -6.14
C -18.75 18.38 -1.76
C -19.57 17.47 -0.72
O -19.22 18.31 0.41
C -18.00 18.97 0.35
O -17.37 19.30 1.31
O -17.62 18.88 -0.93
F -18.89 16.30 -0.74
H -19.24 19.29 -2.11
H -18.43 17.81 -2.64
H -20.59 17.19 -0.98



8
Properties=species:S:1:pos:R:3 method="wB97M-V/def2-TZVPD" energy_ha=-296.83639 relative_energy_kcal_mol=0.0 total_charge=-1 homo_ha=-0.0491 orbital_gap_ev=3.08
C 0.32 -1.86 -0.05
C -0.44 1.77 0.60
O -0.41 -2.86 0.08
O -0.32 -0.70 0.28
C 0.40 0.82 0.19
Li -2.30 0.60 -0.30
H 0.05 2.75 0.68
Rb 2.70 -0.52 -1.49



14
Properties=species:S:1:pos:R:3 method="wB97M-V/def2-TZVPD" energy_ha=-361.60419 relative_energy_kcal_mol=173.6 total_charge=0 homo_ha="-0.2947 / -0.3038" orbital_gap_ev="8.31 / 8.32"
C 0.65 -1.15 -0.36
C 0.82 -0.05 0.34
C 1.50 -1.99 -1.16
C -2.29 1.62 0.36
N -1.44 0.61 0.04
O -0.23 0.81 0.60
O 1.97 0.21 1.06
H 1.06 -1.75 -2.16
H 2.50 -1.64 -0.84
H 1.31 -3.00 -0.96
H -1.96 2.58 -0.21
H -3.17 1.37 -0.13
H -2.44 1.88 1.46
H 1.71 0.50 1.96